[1]
ORCA calculation (the ωB97M-V functional and the def2-TZVPD basis) on C26H40Cl3MgN4O3Si as an isolated structure at a distorted geometry.

Largest force on an atom (eV/Å): 2.8
Energy relative to the best compared isomer or geometry (same formula, charge and spin) (eV): 7.346
Lowest unoccupied orbital energy (alpha / beta) (eV): 1.7319 / 1.7319

The geometry in ORCA input format:
```
! wB97M-V def2-TZVPD RIJCOSX def2/J DEFGRID3
* xyz -1 1
C -2.283 -2.390 -3.963
C -1.376 -2.955 -2.871
H -2.761 -3.186 -4.558
H -1.700 -1.737 -4.632
H -3.125 -1.839 -3.518
C -1.144 -4.355 -2.776
C -0.869 -5.290 -3.903
H -1.083 -4.791 -1.784
H -0.438 -4.791 -4.788
H -1.786 -5.826 -4.207
H -0.143 -6.039 -3.535
Mg 0.558 1.698 0.566
Cl -2.027 1.592 0.483
Cl 1.413 3.427 -1.043
H 1.340 5.606 4.456
H -0.972 6.294 4.301
C 1.317 5.075 3.494
C -0.973 5.933 3.268
N -0.069 4.793 3.154
H 1.941 4.178 3.493
C -0.407 3.615 2.644
O 0.431 2.728 2.295
H -1.982 5.661 2.939
H -1.482 3.455 2.504
H 1.707 5.813 2.783
H -0.589 6.759 2.653
H 2.422 -1.285 -3.031
H 2.491 -3.589 -0.995
C 3.117 -0.895 -2.269
C 3.269 -2.855 -0.763
N 2.792 -1.473 -0.950
H 3.081 0.190 -2.229
C 2.664 -0.722 0.194
O 2.538 0.516 0.347
H 3.571 -2.992 0.280
H 2.663 -1.351 1.116
H 4.123 -1.226 -2.554
H 4.126 -3.031 -1.423
O -0.206 -2.142 -2.548
C -1.190 -2.085 -1.563
C 0.000 -3.104 0.368
C -1.203 -2.768 -0.260
H 0.908 -2.713 -0.082
C 0.065 -3.811 1.564
H -1.457 -1.020 -1.599
C -2.378 -3.063 0.494
H 1.028 -4.077 1.997
C -1.109 -4.176 2.244
C -2.319 -3.740 1.712
H -3.339 -2.709 0.136
H -1.068 -4.786 3.174
H -3.226 -3.956 2.280
Si -0.049 3.067 -2.897
Cl 0.260 0.393 -1.204
C 0.938 4.309 -3.899
C -1.393 3.915 -1.925
C -0.744 1.882 -4.262
H 0.861 5.280 -3.400
H 0.541 4.388 -4.921
H 1.989 4.010 -3.956
H -0.049 1.159 -4.703
H -1.077 2.505 -5.113
H -1.613 1.295 -3.964
H -1.826 3.227 -1.170
H -2.193 4.286 -2.582
H -0.974 4.765 -1.354
N -0.493 0.265 7.714
C -0.308 0.032 6.581
C -0.098 -0.272 5.184
C 1.100 -0.842 4.738
C 1.262 -1.100 3.370
N 0.374 -0.702 2.458
C -0.788 -0.223 2.894
C -1.083 0.004 4.239
H 1.913 -1.069 5.427
H 2.151 -1.630 3.015
H -1.520 0.057 2.130
H -2.043 0.435 4.504
*
```

=====

[2]
ORCA calculation (the ωB97M-V functional and the def2-TZVPD basis) on C26H40F6N3O5PPdSSb as an isolated structure at a distorted geometry.

Largest force on an atom (eV/Å): 1.3
Energy relative to the best compared isomer or geometry (same formula, charge and spin) (eV): 0.195
Lowest unoccupied orbital energy (eV): -8.1519
Expectation value of S²: 0.764

The geometry in ORCA input format:
```
! wB97M-V def2-TZVPD RIJCOSX def2/J DEFGRID3
* xyz 2 2
Pd 0.505 -0.041 2.014
O 4.393 -1.236 3.935
C 3.085 -1.272 3.793
O 2.499 -0.886 2.819
C 2.544 -1.890 5.077
O 1.108 -1.630 5.240
C 0.359 -2.401 5.851
C -0.548 -3.485 2.971
O -0.358 -4.369 3.690
O -0.731 -2.520 2.351
H 4.813 -0.834 3.154
H 3.043 -1.394 5.908
H 2.717 -2.966 5.107
H -0.690 -2.113 5.891
H 0.720 -3.340 6.280
C -0.993 1.144 -2.100
C 0.494 0.805 -2.287
C 0.773 0.713 -3.792
C 1.337 1.932 -1.663
P 0.864 -0.803 -1.377
N 1.007 -0.490 0.228
C 2.553 -1.499 -1.848
C 2.531 -2.213 -3.204
C 3.552 -0.335 -1.891
C 3.048 -2.462 -0.758
C -0.516 -2.076 -1.588
C -0.021 -3.419 -1.032
C -1.746 -1.659 -0.770
C -0.903 -2.252 -3.060
H -1.155 2.158 -2.472
H -1.307 1.117 -1.059
H -1.639 0.491 -2.681
H 0.464 1.657 -4.247
H 0.205 -0.078 -4.278
H 1.828 0.579 -4.020
H 0.844 2.883 -1.874
H 2.337 1.987 -2.083
H 1.430 1.835 -0.582
H 2.145 -1.590 -4.009
H 1.966 -3.143 -3.177
H 3.560 -2.473 -3.464
H 3.394 0.331 -2.735
H 4.550 -0.761 -2.005
H 3.544 0.243 -0.966
H 2.535 -3.419 -0.765
H 2.965 -2.017 0.232
H 4.103 -2.663 -0.956
H 0.362 -3.324 -0.016
H 0.741 -3.876 -1.658
H -0.870 -4.104 -1.011
H -1.467 -1.285 0.210
H -2.366 -2.545 -0.623
H -2.358 -0.916 -1.274
H -0.063 -2.530 -3.692
H -1.378 -1.367 -3.476
H -1.632 -3.065 -3.114
F 1.255 2.047 3.222
Sb 0.412 1.842 4.930
F 1.228 3.339 5.648
F 1.928 0.750 5.300
F -0.415 1.112 6.437
F -0.500 0.348 3.948
F -1.042 2.860 4.344
S -4.135 4.148 0.150
C -2.890 3.033 0.774
C -1.556 3.413 0.782
C -0.590 2.485 1.108
N -0.915 1.226 1.426
C -2.204 0.874 1.524
C -3.216 1.749 1.201
C -3.986 3.578 -1.545
C -4.495 2.349 -1.941
C -4.264 1.933 -3.244
N -3.589 2.652 -4.138
C -3.147 3.847 -3.758
C -3.315 4.356 -2.475
H -1.264 4.418 0.511
H 0.457 2.739 1.105
H -2.414 -0.137 1.844
H -4.246 1.432 1.276
H -5.073 1.735 -1.263
H -4.647 0.978 -3.587
H -2.625 4.428 -4.510
H -2.929 5.332 -2.212
*
```

=====

[3]
ORCA calculation (the ωB97M-V functional and the def2-TZVPD basis) on C26H40N4O3PS2Ti as an isolated structure at a distorted geometry.

Largest force on an atom (eV/Å): 5.1
Energy relative to the best compared isomer or geometry (same formula, charge and spin) (eV): 1.510
Lowest unoccupied orbital energy (alpha / beta) (eV): 0.0787 / -0.0791
Expectation value of S²: 0.810

The geometry in ORCA input format:
```
! wB97M-V def2-TZVPD RIJCOSX def2/J DEFGRID3
* xyz 0 2
Ti -1.587 2.306 0.266
N -1.464 4.576 3.993
C -1.391 3.978 2.780
S -1.622 2.245 2.620
N -0.907 4.762 1.816
N -0.894 4.247 0.552
C -0.012 4.843 -0.329
C 0.326 4.412 -1.619
C 1.322 5.194 -2.282
C 1.805 4.800 -3.512
C 1.101 3.894 -4.293
C 0.117 3.127 -3.706
C -0.278 3.317 -2.329
O -1.116 2.526 -1.722
H -1.496 3.984 4.803
H -0.969 5.410 4.172
H 0.311 5.787 0.052
H 1.753 5.969 -1.707
H 2.660 5.282 -4.011
H 1.226 3.855 -5.424
H -0.304 2.348 -4.278
O -0.930 0.570 0.351
P -0.271 -0.829 0.449
C 0.675 -0.943 2.063
C 1.132 -2.361 2.521
C 2.351 -2.216 3.461
C 2.476 -0.955 4.403
C 2.006 0.342 3.769
C 1.695 0.176 2.298
C -1.644 -2.071 0.549
C -2.805 -1.739 -0.357
C -3.991 -2.744 -0.104
C -3.432 -4.239 -0.084
C -1.933 -4.359 -0.489
C -1.053 -3.499 0.398
C 0.672 -1.330 -1.110
C 2.242 -1.331 -0.860
C 3.049 -1.141 -2.113
C 2.387 -1.733 -3.324
C 1.023 -0.978 -3.677
C 0.283 -0.521 -2.413
H -0.189 -0.734 2.732
H 1.352 -3.010 1.656
H 0.256 -2.805 3.050
H 3.268 -2.210 2.797
H 2.446 -3.167 4.008
H 3.545 -0.807 4.690
H 1.783 -1.123 5.297
H 2.885 1.025 3.922
H 1.120 0.892 4.174
H 2.651 0.021 1.734
H 1.263 1.149 1.948
H -1.904 -2.182 1.634
H -2.487 -1.780 -1.460
H -3.096 -0.652 -0.235
H -4.702 -2.677 -0.997
H -4.548 -2.548 0.832
H -4.011 -4.913 -0.738
H -3.583 -4.733 0.931
H -1.990 -4.024 -1.529
H -1.632 -5.453 -0.564
H -0.045 -3.476 -0.107
H -0.815 -3.855 1.420
H 0.334 -2.378 -1.296
H 2.510 -2.233 -0.204
H 2.508 -0.395 -0.294
H 3.979 -1.605 -1.943
H 3.152 -0.063 -2.134
H 2.214 -2.787 -2.989
H 3.077 -1.754 -4.143
H 0.257 -1.607 -4.234
H 1.281 -0.083 -4.195
H -0.818 -0.437 -2.657
H 0.537 0.492 -2.176
O -5.159 0.713 0.288
S -4.645 1.806 -0.580
N -3.307 2.433 -0.214
*
```

=====

Electronic energy? In order: -90605.691 -88751.940 -93789.501 eV.